[1]
13
Properties=species:S:1:pos:R:3 method="wB97M-V/def2-TZVPD" homo_ev=-8.5286 lumo_ev=0.917 smiles=CSCSC relative_energy_kcal_mol=23.1 orbital_gap_ev=9.45 charge=0
C -2.5490 -0.0704 0.0172
S -1.1039 0.2449 -0.9577
C 0.0379 -0.8069 0.0081
S 1.7521 -0.6610 -0.6750
C 2.4686 0.7987 -0.0336
H -3.2696 0.6944 -0.3118
H -2.9107 -1.0809 -0.0552
H -2.2284 0.1127 1.0169
H -0.1976 -1.8920 -0.2198
H 0.0037 -0.6121 1.1024
H 2.0245 1.2194 0.9682
H 3.5261 0.5144 -0.0695
H 2.4463 1.5390 -0.7901

[2]
14
Properties=species:S:1:pos:R:3 method="wB97M-V/def2-TZVPD" s_squared=0.754 homo_ev="0.0182 / -3.4910" lumo_ev="3.425 / 3.416" relative_energy_kcal_mol=46.5 multiplicity=2 orbital_gap_ev="3.41 / 6.91" charge=-1
S 3.8380 -1.0284 -1.1308
S 3.5025 1.0827 -1.2693
H 4.1943 -1.1038 0.1180
H 2.4671 0.7695 -2.0471
C -0.5018 -0.5243 0.8202
C -1.3421 0.1784 -0.1597
N -2.8608 0.5911 0.2763
H -0.8289 -1.5935 1.1208
H 0.5051 -0.3843 0.2206
H -0.5454 0.1845 1.7404
H -0.9445 1.2193 -0.6812
H -1.5040 -0.4765 -1.0801
H -2.6991 1.2363 1.1085
H -3.2806 -0.1510 0.9635

[3]
40
Properties=species:S:1:pos:R:3 method="wB97M-V/def2-TZVPD" homo_ev=-10.7019 lumo_ev=0.190 smiles=ClC(Cl)Cl.ClC(Cl)Cl.ClC(Cl)Cl.ClC(Cl)Cl.ClC(Cl)Cl.ClCCl.ClCCl.ClCCl orbital_gap_ev=10.89 charge=0
Cl -8.0545 7.1470 6.7071
C -7.8067 5.9677 7.9531
Cl -7.8530 4.3411 7.3004
Cl -8.9989 6.1505 9.2250
H -6.8310 6.1171 8.3850
Cl -6.8521 1.3054 10.7491
C -7.7993 0.3490 11.8718
Cl -7.1742 0.4689 13.5166
Cl -7.8744 -1.3302 11.3464
H -8.8079 0.7309 11.8565
Cl -6.0490 4.9607 10.8981
C -7.0079 5.2990 12.3533
Cl -5.9971 5.2898 13.7909
Cl -8.3388 4.1521 12.5032
H -7.4217 6.2883 12.2356
Cl -16.3717 2.3816 10.6610
C -15.7290 2.2192 12.2896
Cl -14.0781 1.5963 12.2514
Cl -16.7638 1.1900 13.2880
H -15.7129 3.2025 12.7335
Cl -16.0930 7.6849 8.9234
C -15.0514 6.3019 9.2184
Cl -15.4841 4.9675 8.1351
Cl -15.1440 5.8266 10.9168
H -14.0342 6.5821 9.0001
Cl -12.0620 4.4385 9.0414
C -11.3105 3.7207 10.4419
Cl -10.4618 2.2235 10.0502
H -10.6508 4.4032 10.9574
H -12.1118 3.4390 11.1063
Cl -12.2161 7.1552 12.5987
C -13.2997 6.5314 13.8561
Cl -13.4236 4.7725 13.8231
H -12.9152 6.8188 14.8234
H -14.2884 6.9374 13.6941
Cl -11.6908 3.0328 4.9657
C -10.7672 2.3032 6.2681
Cl -11.3526 0.7022 6.6731
H -9.7424 2.2044 5.9471
H -10.8718 2.9309 7.1374

[4]
76
Properties=species:S:1:pos:R:3 method="wB97M-V/def2-TZVPD" homo_ev=-8.9978 lumo_ev=-0.076 smiles="NC(N)=O.NC(N)=O.NC(N)=O.NC(N)=O.NC(N)=O.CCO.CCO.CO.CO.CO" relative_energy_kcal_mol=172.3 orbital_gap_ev=8.92 charge=0
N -4.2620 20.7850 -7.8820
C -3.4920 20.1500 -8.7540
N -4.0600 19.1160 -9.3000
O -2.1780 20.6020 -9.0680
H -3.7630 21.5120 -7.3500
H -5.2450 20.6860 -7.7770
H -3.3780 18.6260 -10.0200
H -4.8310 18.4750 -8.9390
N -4.8060 22.5810 -9.9300
C -4.9460 22.2500 -11.1470
N -4.6410 20.9730 -11.3860
O -5.2490 23.1870 -12.1540
H -4.7990 23.6110 -9.8260
H -4.5560 21.9930 -9.1430
H -5.0290 20.6270 -12.2830
H -4.4680 20.2320 -10.6550
N -1.1760 19.6000 -13.8810
C -2.2460 20.1040 -13.3860
N -2.0740 20.5910 -12.1780
O -3.4790 20.0480 -13.9610
H -1.1950 19.1090 -14.7840
H -0.3350 19.3210 -13.3240
H -2.9670 21.0430 -11.8090
H -1.2140 20.9750 -11.8070
N -0.6710 18.3360 -9.8540
C -1.4340 17.5900 -10.4920
N -2.3590 18.1940 -11.0720
O -1.1970 16.2350 -10.4740
H 0.0270 17.9810 -9.1890
H -0.7490 19.4210 -9.9180
H -3.0570 17.6400 -11.6220
H -2.1370 19.1410 -11.4130
N -2.8180 22.3900 -6.3330
C -2.1140 21.6040 -5.6050
N -1.2990 20.9460 -6.3480
O -2.2140 21.3440 -4.2690
H -3.4430 23.0850 -5.8270
H -2.4360 22.7340 -7.2110
H -0.7160 20.1120 -5.9900
H -1.4260 21.0200 -7.3130
C -8.0030 21.4860 -13.3660
C -6.6560 21.2870 -14.0890
O -6.0590 20.1490 -13.6420
H -8.6710 20.5950 -13.3160
H -8.4860 22.2810 -13.9400
H -7.8750 21.8380 -12.3270
H -5.8990 22.0360 -14.0250
H -6.8530 21.0530 -15.1280
H -5.1980 20.0760 -14.1030
C -2.9740 16.5810 -13.7790
C -4.3250 17.2170 -13.7870
O -4.6740 17.5750 -12.4620
H -2.8130 16.1600 -14.7270
H -2.8290 15.8530 -12.9670
H -2.2800 17.3690 -13.6060
H -4.8860 16.3480 -14.1580
H -4.3810 18.0380 -14.4600
H -5.6180 17.7930 -12.4620
C -7.0110 18.8490 -10.8810
O -7.4400 18.3340 -12.1280
H -5.9460 19.0910 -10.8610
H -7.3370 18.1150 -10.0770
H -7.4800 19.7550 -10.6450
H -7.4380 19.0580 -12.7100
C -8.3770 23.0430 -8.9780
O -7.6150 21.8890 -9.3510
H -7.7410 23.9140 -8.8490
H -8.8850 23.0090 -8.0180
H -9.0330 23.2200 -9.8100
H -6.7840 22.1850 -9.7600
C -1.7060 23.4840 -9.8020
O -2.4220 23.9310 -8.6280
H -2.4120 23.2080 -10.6970
H -0.9090 22.7140 -9.5540
H -1.1970 24.4860 -10.1790
H -1.7920 24.5200 -8.2650

[5]
11
Properties=species:S:1:pos:R:3 method="wB97M-V/def2-TZVPD" homo_ev=-10.0383 lumo_ev=-0.346 relative_energy_kcal_mol=166.8 orbital_gap_ev=9.69 charge=0
C -0.9173 -0.3319 -0.3108
C 0.2537 -0.8464 -0.5110
C -0.8104 1.2004 -0.1127
H -1.7739 -1.8870 0.8079
H 0.7150 -1.8320 -0.6712
H 2.4984 1.1123 0.7285
N 1.2914 0.1654 -0.5552
O -2.1264 -0.9874 0.1339
O 1.9943 -0.0748 0.7070
O 0.4989 1.5357 -0.4517
O -1.6237 1.9459 0.2353

[6]
14
Properties=species:S:1:pos:R:3 method="wB97M-V/def2-TZVPD" homo_ev="-8.6947 / -9.0396" lumo_ev="-1.078 / -1.267" relative_energy_kcal_mol=112.1 orbital_gap_ev="7.62 / 7.77" charge=0
N -0.7766 -2.4433 -2.6639
C -0.5932 -1.8025 -1.7183
C -0.3026 -1.0047 -0.5287
C -0.7501 0.4643 -0.6267
C -0.3107 1.2765 0.5636
C 0.8258 1.0879 1.2808
C 1.8191 0.1083 0.9673
H -0.7590 -1.4804 0.3468
H -0.3204 0.9110 -1.5341
H -1.8388 0.5240 -0.7341
H -1.0140 2.0309 0.9160
H 0.9359 1.6884 2.1899
H 0.7888 -1.0026 -0.3785
H 2.1555 -0.3615 1.9114

Respective energy values: -915.4402, -932.6382, -9975.4344, -1783.4360, -471.6073, -287.4086 Ha.